## A
# C9H13CaNO2

A molecular structure, C9H13CaNO2 (ωB97M-V with the def2-TZVPD basis set, OMol25).

Positions of all 26 atoms, in Å:
Ca  -0.39560  -0.96595  -0.10552
O  -0.31257  -0.58100  2.17500
O  -0.94871  1.22599  3.36999
N  -3.08878  0.25111  0.36484
C  1.99008  -2.00903  -0.91490
C  -1.19759  1.54864  -1.08680
C  1.04627  1.54695  -0.59098
C  0.89672  -2.70477  -0.47465
C  0.87196  0.93378  -1.86564
C  -0.52226  0.94146  -2.17922
C  -0.81973  0.69621  4.74403
C  -0.63498  0.62931  2.27339
C  -0.24868  1.83096  -0.06110
H  2.00921  -1.62449  -1.94137
H  -2.25557  1.80216  -1.05254
H  -4.13311  0.04484  0.41062
H  1.99823  1.81222  -0.12759
H  -1.83262  0.64766  5.15357
H  1.66874  0.58432  -2.52118
H  -0.45112  2.37863  0.85776
H  -0.33421  -0.28263  4.69871
H  -0.98216  0.55045  -3.08610
H  -0.22247  1.43065  5.29037
H  0.03500  -2.89351  -1.16394
H  0.88035  -3.32445  0.43233
H  2.89542  -1.93110  -0.30101

Results
**Total charge**: -2
**E_HOMO (spin up / spin down)**: 1.25 / 1.98 eV
**HOMO-LUMO gap (spin up / spin down)**: 4.43 / 3.81 eV
**LUMO (spin up / spin down)**: 0.209 / 0.213 Ha

So, what does the natural (NBO) scheme give us? The charges, in e, come out as: 1.667 -0.903 -0.582 -1.092 -0.679 -0.355 -0.417 -0.904 -0.409 -0.470 -0.373 0.457 -0.349 0.180 0.233 0.203 0.184 0.166 0.181 0.236 0.193 0.183 0.157 0.133 0.186 0.173

## B
# C9H13CaNO2

A molecular structure, C9H13CaNO2 (ωB97M-V with the def2-TZVPD basis set, OMol25).

Positions of all 26 atoms, in Å:
Ca  0.43378  0.53028  0.42761
O  -1.48759  -0.74303  2.46892
O  -1.32242  -2.63622  1.17644
N  2.38996  -0.35433  0.52610
C  -0.27524  -0.71352  -2.32275
C  1.30197  0.97079  -2.27433
C  -1.92210  -3.61297  2.06568
C  0.16122  3.17852  0.97999
C  1.12173  -0.43910  -2.20697
C  -1.12378  -1.37934  1.47111
C  1.02005  2.28099  1.36097
C  0.01706  1.57218  -2.43510
C  -0.95480  0.53032  -2.47816
H  2.21195  2.49964  1.17098
H  -2.01319  0.65466  -2.68517
H  -0.71841  -1.70233  -2.38528
H  -2.18683  -3.15305  3.01842
H  1.91746  -1.17276  -2.12667
H  2.90963  -0.39035  1.59153
H  2.25895  1.48649  -2.27843
H  -0.75623  3.32757  1.49111
H  0.29482  3.70707  0.03139
H  -1.16823  -4.38985  2.17553
H  0.84033  1.30723  2.33216
H  -0.16007  2.63011  -2.62234
H  -2.79001  -3.98901  1.52729

Results
**Total charge**: -2
**E_HOMO (spin up / spin down)**: 2.05 / 2.05 eV
**HOMO-LUMO gap (spin up / spin down)**: 3.62 / 3.62 eV
**LUMO (spin up / spin down)**: 0.208 / 0.208 Ha

So, what does the Mulliken scheme give us? The charges, in e, come out as: 0.339 -0.514 -0.146 -0.640 -0.379 -0.464 -0.671 -0.567 -0.542 -0.136 -0.518 -0.462 -0.470 0.251 0.357 0.383 0.303 0.281 -0.220 0.194 0.281 0.220 0.207 0.287 0.411 0.214

It is A that is most stable; the runner-up trails by 1.046 eV.

## A
# C12H14N3

A gas-phase ion, C12H14N3 (charge +1) (ωB97M-V with the def2-TZVPD basis set, OMol25).

Positions of all 29 atoms, in Å:
N  1.94620  -1.53736  -0.26161
N  1.43756  0.74248  -0.12863
N  -3.61010  -0.56795  0.18286
C  -2.94232  1.81366  0.03089
C  3.37777  -0.47773  1.25386
C  -1.02504  0.23143  0.13286
C  0.65395  -1.47638  -0.04144
C  -1.62069  1.57191  0.14321
C  -1.60506  -2.17219  -0.22929
C  0.31143  -0.07427  -0.01492
C  -3.91468  0.66693  0.01626
C  -0.29111  -2.49417  -0.21597
C  -2.12244  -0.82079  0.34052
C  2.58657  -0.36198  -0.13977
C  1.36570  1.60275  -1.29593
H  2.19828  2.32297  -1.36925
H  0.33009  2.07796  -1.26784
H  -2.32207  -2.86103  -0.35170
H  -4.93566  0.90539  -0.29160
H  -2.26282  -1.14962  1.44111
H  -3.42610  2.77864  0.00116
H  1.27675  0.86077  -2.12343
H  1.41597  1.37150  0.71995
H  3.65863  -1.54440  1.24110
H  0.07566  -3.36285  -0.70404
H  -0.92775  2.34481  0.48531
H  3.42583  -0.34322  -0.95851
H  2.74785  -0.22482  2.07556
H  4.19761  0.17756  1.32927

Results
**Total charge**: +1
**E_HOMO (spin up / spin down)**: -12.13 / -12.13 eV
**HOMO-LUMO gap (spin up / spin down)**: 7.73 / 7.73 eV
**SMILES**: C[C@H]1N=C2C=C[C@@H]3N=CC=CC3=C2[N@@H+]1C
**LUMO (spin up / spin down)**: -0.162 / -0.162 Ha

So, what does the natural (NBO) scheme give us? The charges, in e, come out as: -0.411 -0.395 -0.311 -0.171 -0.613 0.054 0.230 -0.236 -0.026 0.024 0.066 -0.273 -0.193 0.105 -0.419 0.250 0.240 0.222 0.214 0.293 0.245 0.237 0.446 0.263 0.256 0.210 0.259 0.210 0.225

## B
# C12H14N3

A gas-phase ion, C12H14N3 (charge +1) (ωB97M-V with the def2-TZVPD basis set, OMol25).

Positions of all 29 atoms, in Å:
N  -0.69788  -0.17221  -0.24757
N  -0.93639  1.14384  -0.21164
N  -4.20135  -0.19713  0.18157
C  4.53095  0.53144  0.05636
C  2.22087  1.06960  0.01820
C  -1.81833  -2.32208  0.02067
C  4.27435  -0.85425  0.00439
C  1.85179  -0.27972  -0.13186
C  -2.91414  -0.01561  -0.08154
C  3.52740  1.44446  0.17141
C  0.56873  -0.80610  -0.33647
C  -1.87343  -0.88429  -0.12426
C  2.93492  -1.22591  -0.06287
C  -2.32352  1.38053  -0.13215
C  -2.98481  2.49452  0.14327
H  3.86966  2.43751  0.43138
H  -1.34170  -2.54399  0.96080
H  2.57165  -2.23505  -0.25214
H  0.43227  -1.91490  -0.41070
H  -4.55894  -1.04690  0.45251
H  -4.61698  0.60612  0.54412
H  -4.00936  2.54368  0.05730
H  5.06178  -1.58303  -0.08742
H  -0.24845  1.76856  -0.32173
H  -1.18400  -2.89356  -0.69956
H  1.48121  1.88945  0.20939
H  5.64569  0.85549  -0.12229
H  -2.40850  3.48508  0.09151
H  -2.85349  -2.67555  -0.12066

Results
**Total charge**: +1
**E_HOMO (spin up / spin down)**: -11.11 / -11.13 eV
**HOMO-LUMO gap (spin up / spin down)**: 6.32 / 6.37 eV
**SMILES**: C=c1[nH]/[n+](=C\c2ccccc2)c(C)c1N
**LUMO (spin up / spin down)**: -0.176 / -0.175 Ha

So, what does the natural (NBO) scheme give us? The charges, in e, come out as: -0.043 -0.375 -0.740 -0.131 -0.148 -0.652 -0.208 -0.181 0.222 -0.230 0.091 0.038 -0.124 0.123 -0.408 0.242 0.240 0.215 0.236 0.405 0.399 0.218 0.245 0.413 0.236 0.194 0.243 0.232 0.247

It is B that is most stable; the runner-up trails by 1.336 eV.

## A
# C9H10N2OS

2 unconnected molecules or ions with the total composition C9H10N2OS (ωB97M-V with the def2-TZVPD basis set, OMol25).

Positions of all 23 atoms, in Å:
S  0.57100  3.05914  2.55844
O  0.78074  0.80270  -0.68373
N  -1.01031  -2.54093  -2.19480
N  -2.53507  -3.25082  -0.90937
C  1.17327  2.20200  1.18783
C  0.39837  1.10795  0.55045
C  2.39548  2.79451  0.79499
C  2.82898  3.76825  1.66613
C  1.92073  4.02704  2.63311
C  -1.71340  -2.22077  -1.06005
C  -0.72709  0.64421  1.11222
C  -1.46303  -3.72842  -2.76194
C  -2.44529  -4.19834  -1.93269
H  -1.19497  -0.22746  0.78000
H  -3.15085  -3.27811  -0.11892
H  0.62981  -0.16033  -0.87617
H  3.10797  2.42646  0.11445
H  1.98525  4.70235  3.43894
H  -1.01605  0.83045  2.12476
H  -2.95116  -5.09852  -1.89245
H  3.72659  4.28300  1.66307
H  -0.96520  -4.05257  -3.62191
H  -0.34575  -1.89179  -2.57232

Results
**Total charge**: 0
**E_HOMO**: -7.70 eV
**HOMO-LUMO gap**: 8.40 eV
**LUMO**: 0.026 Ha

So, what does the natural (NBO) scheme give us? The charges, in e, come out as: 0.498 -0.679 -0.573 -0.558 -0.270 0.297 -0.232 -0.260 -0.436 0.073 -0.509 -0.088 -0.111 0.222 0.418 0.490 0.224 0.229 0.195 0.220 0.217 0.220 0.413

## B
# C9H10N2OS

C9H10N2OS in the gas phase (ωB97M-V with the def2-TZVPD basis set, OMol25).

Positions of all 23 atoms, in Å:
S  0.25223  0.70368  1.74579
O  -0.84580  0.64433  2.69546
N  1.38534  -0.89945  3.56059
N  0.00274  2.23060  0.99337
C  -1.63778  -1.00877  -2.36923
C  0.26060  2.47300  -0.20206
C  -0.54848  -0.11306  -2.47132
C  1.36498  -0.70088  2.30691
C  -1.65860  -0.85744  0.00085
C  0.95129  1.51997  -1.11768
C  -2.22447  -1.36518  -1.17483
C  0.00749  0.34857  -1.31514
C  -0.53412  -0.12084  -0.03274
H  -2.99068  -2.09442  -1.19251
H  1.69675  1.14998  -0.37163
H  -2.16284  -1.17113  -3.31117
H  -0.13898  0.11432  -3.44992
H  0.14757  3.50237  -0.58823
H  2.06673  -0.46154  4.16382
H  -2.05682  -1.19820  1.03659
H  0.42921  -1.01690  3.90727
H  2.32663  -0.45169  1.78483
H  1.28379  1.99384  -2.04034

Results
**Total charge**: 0
**E_HOMO (spin up / spin down)**: -7.65 / -7.65 eV
**HOMO-LUMO gap (spin up / spin down)**: 7.81 / 7.81 eV
**SMILES**: NC=[S@@]1(=O)N=CCc2ccccc21
**LUMO (spin up / spin down)**: 0.006 / 0.006 Ha

So, what does the natural (NBO) scheme give us? The charges, in e, come out as: 1.526 -0.959 -0.728 -0.637 -0.198 0.170 -0.235 -0.272 -0.236 -0.514 -0.219 -0.027 -0.145 0.219 0.232 0.210 0.217 0.180 0.376 0.236 0.408 0.162 0.235

It is A that is most stable; the runner-up trails by 3.041 eV.

## A
# C22H29FN4O2

C22H29FN4O2 in the gas phase (ωB97M-V with the def2-TZVPD basis set, OMol25).

Positions of all 58 atoms, in Å:
F  5.05791  1.95606  0.75588
O  -3.14955  -0.78950  0.75859
O  -7.17769  0.53331  1.45382
N  -7.23359  -0.79095  1.16509
N  4.06371  -0.76648  1.03481
N  -2.07016  -0.32881  -1.15652
N  1.39852  -0.20476  0.18510
C  0.20142  0.27940  -0.47548
C  -4.43555  0.28851  -0.96421
C  -0.93127  1.45372  -2.37156
C  -0.82356  -0.85435  -0.63761
C  -1.92294  0.28997  -2.45295
C  -5.93368  2.55412  0.92612
C  6.20430  -1.45112  0.18202
C  -5.58092  0.14662  -0.02299
C  2.26285  -1.07023  -0.59159
C  7.11015  1.14109  0.02556
C  3.21287  0.15862  1.74834
C  5.82564  0.87035  0.45294
C  -6.03988  -2.40774  -0.22907
C  -3.16634  -0.31750  -0.36054
C  -6.29225  -1.04556  0.29721
C  -6.18314  1.10083  0.75105
C  7.48363  -1.19155  -0.26004
C  5.31241  -0.43062  0.55251
C  7.95237  0.10933  -0.34211
C  3.25891  -1.75649  0.35426
C  2.19196  0.82959  0.82414
C  0.41067  0.96022  -1.83957
H  -1.53604  -0.46417  -3.15074
H  3.88587  -2.43770  -0.21782
H  8.12630  -2.01572  -0.53115
H  2.72126  1.46042  0.09137
H  -1.02359  -1.31514  0.33008
H  1.66555  -1.83261  -1.09162
H  0.83860  0.24487  -2.54543
H  8.95354  0.31797  -0.68331
H  3.80895  0.90307  2.27110
H  -6.76588  -3.09989  0.18577
H  1.10402  1.79700  -1.73780
H  2.83737  -0.51155  -1.35356
H  -5.98588  3.07031  -0.03155
H  -4.26650  1.34607  -1.17687
H  -1.33067  2.21916  -1.70253
H  2.66253  -0.42736  2.49321
H  -6.68212  2.96684  1.59652
H  2.70040  -2.32451  1.10479
H  -5.03609  -2.71878  0.05595
H  7.42539  2.17186  -0.02635
H  5.88179  -2.47678  0.27037
H  -0.80853  1.89627  -3.36153
H  -6.10861  -2.41521  -1.31646
H  -0.45363  -1.61522  -1.33229
H  -4.66639  -0.23386  -1.89650
H  -4.94508  2.71568  1.35330
H  1.53483  1.46618  1.41899
H  -2.88210  0.63899  -2.82923
H  -0.24496  1.01270  0.20751

Results
**Total charge**: 0
**E_HOMO**: -7.75 eV
**HOMO-LUMO gap**: 8.33 eV
**SMILES**: Cc1noc(C)c1CC(=O)N1CCC[C@H](N2CCN(c3ccccc3F)CC2)C1
**LUMO**: 0.021 Ha

So, what does the natural (NBO) scheme give us? The charges, in e, come out as: -0.350 -0.626 -0.277 -0.144 -0.433 -0.445 -0.456 -0.035 -0.524 -0.403 -0.225 -0.210 -0.670 -0.231 -0.158 -0.239 -0.278 -0.216 0.391 -0.654 0.693 0.184 0.342 -0.207 0.090 -0.236 -0.199 -0.231 -0.429 0.190 0.208 0.214 0.173 0.258 0.203 0.198 0.216 0.223 0.238 0.216 0.168 0.226 0.233 0.200 0.198 0.242 0.200 0.238 0.227 0.212 0.213 0.215 0.182 0.233 0.232 0.205 0.214 0.201

## B
# C22H29FN4O2

A molecular structure, C22H29FN4O2 (ωB97M-V with the def2-TZVPD basis set, OMol25).

Positions of all 58 atoms, in Å:
F  -0.37207  -7.57344  0.59792
O  2.31748  3.57869  0.34723
O  -1.59229  1.40332  1.53248
N  0.78233  2.25008  -0.52347
N  1.05777  -1.46254  1.45537
N  -1.48743  2.74059  1.20098
N  1.01705  -2.24773  0.40916
C  1.26744  -0.29859  1.26212
C  0.68230  -3.60051  0.47071
C  1.02905  -4.50182  -0.50281
C  0.92857  -1.64233  -2.09838
C  1.12794  -5.87197  -0.26584
C  1.54288  1.21336  -1.14296
C  -3.67972  2.98722  2.36871
C  -0.38826  -4.08992  1.17807
C  -0.65378  3.30817  1.98809
C  -3.62274  1.58877  2.72796
C  -2.29451  1.27170  2.79657
C  3.25009  -0.46626  -2.71722
C  1.24915  -0.08557  -0.04720
C  -2.82999  3.05446  1.26852
C  1.41373  -0.63079  -4.44235
C  1.68036  -0.40030  -3.15589
C  0.07829  4.24203  0.73810
C  1.02691  -1.34881  -0.78765
C  0.01734  -6.28390  0.58053
C  1.30026  3.30753  0.12849
C  1.14525  0.92228  -2.43474
C  -0.55535  -5.52386  1.46405
H  -3.39865  2.73988  0.30824
H  -4.30495  0.87394  2.15962
H  -0.07256  0.75401  -2.32555
H  1.11938  0.52159  2.07981
H  -3.03170  4.40863  0.76888
H  0.92660  5.02020  1.56394
H  1.67156  -6.45568  -1.16754
H  -4.26214  1.35962  3.78248
H  -0.76109  -3.29649  1.92694
H  1.70004  0.14615  -5.06730
H  0.09136  2.91165  2.47919
H  3.63064  0.51700  -3.20905
H  1.37058  1.56494  -3.04479
H  -0.43778  4.64208  0.12173
H  -1.87362  1.61885  3.61498
H  -0.07752  -1.76726  -2.54560
H  -1.05280  4.17965  2.76046
H  -3.33928  3.68974  3.16438
H  1.54686  -1.62759  -4.84805
H  1.53074  -2.53311  -2.35827
H  -2.13925  0.19189  2.93595
H  2.59839  1.40730  -0.83575
H  3.37989  -0.43949  -1.66948
H  -4.83823  3.44959  2.26510
H  0.45497  -0.55946  -4.53788
H  -0.27661  2.04676  -0.34036
H  -1.24584  -5.84489  2.02824
H  3.58580  -1.33401  -3.32727
H  2.06717  -4.02533  -1.07962

Results
**Total charge**: 0
**E_HOMO**: -8.29 eV
**HOMO-LUMO gap**: 8.79 eV
**LUMO**: 0.018 Ha

So, what does the natural (NBO) scheme give us? The charges, in e, come out as: -0.330 -0.565 -0.374 -0.678 -0.245 -0.259 -0.203 -0.046 0.097 -0.174 -0.524 -0.268 -0.049 -0.477 -0.169 -0.205 -0.432 -0.146 -0.637 -0.108 -0.174 -0.682 0.132 -0.361 0.192 0.395 0.713 -0.386 -0.276 0.236 0.230 0.181 0.205 0.143 0.149 0.252 0.213 0.226 0.222 0.220 0.199 0.190 0.136 0.186 0.221 0.174 0.219 0.225 0.227 0.213 0.242 0.224 0.240 0.222 0.426 0.215 0.211 0.192

It is A that is most stable; the runner-up trails by 20.184 eV.